Entry 1:
This record from OMol25 describes a single C5H9NO molecule. The level of theory is the ωB97M-V functional and the def2-TZVPD basis.

Summary:
energy above the lowest of the compared OMol25 structures with the same formula, charge and spin = 500.0 kJ/mol
SMILES string = C[C@@H](N)/C=C1\CO1

Positions of all 16 atoms, in Å:
1 C -1.730 -0.130 -0.659
2 C -0.992 0.499 0.525
3 N -0.834 -0.479 1.621
4 C 0.487 0.645 0.486
5 C 1.238 -0.339 -0.082
6 C 2.026 -0.234 -1.278
7 O 2.633 -0.359 0.017
8 H -1.893 0.582 -1.476
9 H -2.714 -0.488 -0.335
10 H -1.169 -0.984 -1.053
11 H -1.525 1.392 0.878
12 H -0.594 -0.074 2.517
13 H 0.918 1.341 1.206
14 H -0.130 -1.146 1.275
15 H 2.210 -1.019 -1.996
16 H 2.068 0.793 -1.644

Results of the Löwdin charge analysis, in e, for atoms 1 through 2:
1 C -0.05
2 C -0.40

---

Entry 2:
This record from OMol25 describes 2 unconnected molecules or ions with the total composition C29H43OSi. The level of theory is the ωB97M-V functional and the def2-TZVPD basis.

Summary:
energy above the lowest of the compared OMol25 structures with the same formula, charge and spin = 54.5 kJ/mol
total charge = +1

Positions of all 74 atoms, in Å:
1 C -3.618 4.387 -2.658
2 Si -1.843 4.835 -2.332
3 C -0.717 4.454 -3.758
4 C -1.680 6.615 -1.803
5 O -1.434 3.823 -1.044
6 C -0.265 3.363 -0.628
7 C -0.128 2.786 0.614
8 C 1.123 3.006 1.249
9 C 1.282 2.969 2.598
10 H -4.005 4.990 -3.488
11 H -3.713 3.327 -2.926
12 H -4.240 4.576 -1.774
13 H -0.937 5.136 -4.592
14 H 0.338 4.580 -3.481
15 H -0.862 3.424 -4.111
16 H -1.917 7.278 -2.649
17 H -2.373 6.854 -0.984
18 H -0.660 6.846 -1.468
19 H 0.601 3.566 -1.262
20 H -1.005 2.407 1.146
21 H 1.938 3.315 0.582
22 H 2.274 3.077 3.041
23 H 0.395 2.979 3.237
24 C 3.497 -6.069 2.445
25 C 2.945 -4.685 2.328
26 C 1.640 -4.425 2.736
27 C 1.114 -3.135 2.709
28 C -0.285 -2.996 3.244
29 C 1.896 -2.080 2.201
30 C 1.379 -0.642 2.193
31 C 1.257 -0.111 3.624
32 C 0.064 -0.451 1.376
33 C 0.218 -0.651 -0.069
34 C -0.787 -0.943 -1.005
35 C -0.391 -1.521 -2.268
36 C 1.032 -1.918 -2.510
37 C -1.321 -1.732 -3.272
38 C -2.671 -1.419 -3.090
39 C -3.642 -1.681 -4.200
40 C -3.084 -0.898 -1.864
41 C -2.194 -0.662 -0.820
42 C -2.762 -0.094 0.435
43 C 3.217 -2.340 1.786
44 C 4.115 -1.234 1.296
45 C 3.721 -3.637 1.837
46 H 4.527 -6.100 2.078
47 H 3.490 -6.415 3.487
48 H 2.903 -6.784 1.864
49 H 1.019 -5.242 3.108
50 H -0.560 -1.986 3.562
51 H -1.030 -3.345 2.509
52 H -0.405 -3.648 4.122
53 H 2.122 -0.002 1.698
54 H 2.176 -0.345 4.174
55 H 1.140 0.977 3.616
56 H 0.419 -0.552 4.168
57 H -0.718 -1.115 1.761
58 H -0.261 0.587 1.566
59 H 1.255 -0.617 -0.429
60 H 1.132 -2.366 -3.504
61 H 1.711 -1.057 -2.463
62 H 1.373 -2.663 -1.779
63 H -1.003 -2.168 -4.222
64 H -4.662 -1.419 -3.894
65 H -3.384 -1.084 -5.084
66 H -3.632 -2.734 -4.515
67 H -4.144 -0.673 -1.723
68 H -3.820 0.143 0.277
69 H -2.734 -0.808 1.269
70 H -2.263 0.834 0.736
71 H 5.103 -1.645 1.061
72 H 3.732 -0.767 0.376
73 H 4.265 -0.449 2.052
74 H 4.739 -3.824 1.505

Results of the Löwdin charge analysis, in e, for atoms 1 through 2:
1 C -0.16
2 Si 0.43

---

Entry 3:
This record from OMol25 describes 2 unconnected molecules or ions with the total composition C3H9N2S. The level of theory is the ωB97M-V functional and the def2-TZVPD basis.

Summary:
energy above the lowest of the compared OMol25 structures with the same formula, charge and spin = 0.0 kJ/mol
total charge = -1

Positions of all 15 atoms, in Å:
1 C 0.369 2.342 -0.640
2 C 1.321 1.711 0.378
3 S 0.522 0.607 1.558
4 H -0.450 2.862 -0.131
5 H -0.121 1.553 -1.220
6 H 0.815 3.067 -1.331
7 H 1.810 2.526 0.924
8 H 2.094 1.161 -0.176
9 N 0.132 -1.904 -0.416
10 C -1.101 -1.535 -0.837
11 N -1.894 -2.259 -1.546
12 H 0.479 -1.356 0.403
13 H 0.289 -2.900 -0.416
14 H -1.393 -0.550 -0.471
15 H -2.793 -1.797 -1.577

Results of the Löwdin charge analysis, in e, for atoms 1 through 2:
1 C -0.24
2 C -0.82

---

Entry 4:
This record from OMol25 describes 2 unconnected molecules or ions with the total composition C12H30N4OP. The level of theory is the ωB97M-V functional and the def2-TZVPD basis.

Summary:
energy above the lowest of the compared OMol25 structures with the same formula, charge and spin = 0.0 kJ/mol
total charge = +1

Positions of all 48 atoms, in Å:
1 C 2.312 2.269 3.759
2 C 1.412 3.360 2.992
3 C -0.057 2.869 3.119
4 N -0.956 3.572 3.789
5 C -2.286 2.882 3.825
6 C -1.729 1.383 3.871
7 C -0.763 1.567 2.595
8 H 3.030 2.789 4.442
9 H 1.657 1.614 4.406
10 H 2.875 1.624 3.042
11 H 1.751 3.541 1.944
12 H 1.487 4.306 3.604
13 H -0.723 4.460 4.242
14 H -2.703 3.067 4.845
15 H -2.941 3.004 2.931
16 H -2.469 0.552 3.828
17 H -0.956 1.306 4.691
18 H -1.448 1.817 1.728
19 H -0.141 0.693 2.287
20 O -0.406 0.062 -0.646
21 P -0.361 -0.791 -1.925
22 N -1.003 -2.223 -1.194
23 C -0.652 -3.593 -1.533
24 C -2.462 -2.148 -1.053
25 N 1.420 -0.808 -1.922
26 C 2.220 -1.972 -1.535
27 C 2.029 0.313 -1.178
28 N -0.405 -1.572 -3.533
29 C 0.723 -2.068 -4.307
30 C -1.160 -0.651 -4.425
31 H -1.072 -3.916 -2.495
32 H -1.032 -4.274 -0.769
33 H 0.422 -3.756 -1.557
34 H -2.959 -2.176 -2.033
35 H -2.747 -1.214 -0.560
36 H -2.853 -2.965 -0.444
37 H 1.912 -2.377 -0.562
38 H 3.276 -1.705 -1.454
39 H 2.220 -2.763 -2.275
40 H 1.994 0.133 -0.093
41 H 1.536 1.259 -1.392
42 H 3.081 0.435 -1.451
43 H 1.543 -1.350 -4.395
44 H 0.407 -2.314 -5.326
45 H 1.080 -3.019 -3.918
46 H -0.598 0.273 -4.600
47 H -2.123 -0.386 -3.973
48 H -1.381 -1.110 -5.391

Results of the Löwdin charge analysis, in e, for atoms 1 through 2:
1 C -0.06
2 C -0.11

---

Entry 5:
This record from OMol25 describes 2 unconnected molecules or ions with the total composition C4H9N2O. The level of theory is the ωB97M-V functional and the def2-TZVPD basis.

Summary:
energy above the lowest of the compared OMol25 structures with the same formula, charge and spin = 359.9 kJ/mol
total charge = +1

Positions of all 16 atoms, in Å:
1 C 1.805 -1.093 -0.837
2 C 2.011 -0.473 -1.908
3 C -1.356 0.212 0.649
4 C -0.511 1.227 -0.024
5 N -2.536 -0.149 0.609
6 N -0.558 -0.593 1.485
7 O 1.558 -1.418 0.267
8 H 1.915 -0.582 -2.924
9 H 2.774 0.389 -1.833
10 H -1.017 2.007 -0.339
11 H -0.128 0.800 -0.891
12 H 0.301 1.700 0.614
13 H -3.322 0.278 0.177
14 H -0.184 -0.066 2.186
15 H 0.317 -0.785 0.967
16 H -1.070 -1.453 1.801

Results of the Löwdin charge analysis, in e, for atoms 1 through 2:
1 C -0.24
2 C 0.06

---

Entry 6:
This record from OMol25 describes a gas-phase ion, C7H15BrN4OP (charge +1). The level of theory is the ωB97M-V functional and the def2-TZVPD basis.

Summary:
total charge = +1

Positions of all 29 atoms, in Å:
1 C 3.555 0.369 0.412
2 C 2.054 0.397 -0.260
3 C 1.752 -0.949 -1.201
4 C 0.896 -2.080 -0.377
5 C -0.679 -2.242 -0.911
6 N -1.541 -2.051 0.333
7 C -1.817 -0.771 0.747
8 N -1.328 0.446 -0.015
9 C -1.878 1.537 0.881
10 P -1.522 3.362 0.439
11 O -2.226 4.349 1.693
12 Br 0.742 3.601 0.677
13 N -2.633 0.926 2.058
14 N -2.632 -0.468 2.003
15 H 3.739 1.282 1.146
16 H 3.698 -0.602 1.068
17 H 4.389 0.357 -0.431
18 H 1.267 0.456 0.610
19 H 2.024 1.316 -0.992
20 H 2.812 -1.381 -1.472
21 H 1.234 -0.597 -2.195
22 H 1.442 -3.110 -0.490
23 H 0.929 -1.791 0.776
24 H -0.901 -1.481 -1.772
25 H -0.831 -3.330 -1.314
26 H -1.922 -2.838 0.925
27 H -3.040 3.853 2.012
28 H -3.063 1.537 2.793
29 H -3.059 -1.104 2.713

Results of the Löwdin charge analysis, in e, for atoms 1 through 2:
1 C -0.15
2 C -0.31

---

| no. | gap between HOMO and LUMO (hartree) |
| --- | --- |
| 1 | 0.3019 |
| 2 | 0.1859 |
| 3 | 0.2569 |
| 4 | 0.2442 |
| 5 | 0.3881 |
| 6 | 0.2989 |